C6H7NS | ωB97M-V/def2-TZVPD

Calculated values
ΔE to the lowest compared entry with this formula, charge and spin = 44.9 kcal/mol
HOMO level (alpha / beta) = -5.792 / -8.218 eV
net charge = 0
spin multiplicity = 3
expectation value of S² = 2.03

Geometry as XYZ:
```
15
C6H7NS (ωB97M-V/def2-TZVPD)
C 1.3476 0.9044 0.9153
H 1.2727 -1.2061 0.9029
S -5.0455 0.5250 -1.0491
H 0.7993 1.0892 1.8991
C -2.9456 -0.3204 0.6115
H 2.4207 0.5925 0.9975
C 0.8532 -0.4255 0.2401
C -3.8416 0.0102 -0.2040
C -0.6061 -0.4566 0.2561
N -1.7028 -0.4444 0.7155
H 2.5420 -0.8900 -1.1296
C 1.4414 -0.5037 -1.1503
H 0.8004 -1.2108 -1.5461
H 1.2330 1.8451 0.2573
H 1.4314 0.4910 -1.7164
```